(1)
Here is 2 unconnected molecules or ions with the total composition C12H23Br2IO3S at a distorted geometry from the Open Molecules 2025 dataset. Energies are from the ωB97M-V functional and the def2-TZVPD basis.

Geometry as XYZ:
```
42
Properties=species:S:1:pos:R:3:mulliken_charge:R:1
C -1.365 3.892 0.790 -1.2090
C -0.121 3.313 0.115 -0.3861
C -0.443 2.449 -1.117 -1.3393
C -0.552 0.923 -0.890 0.7790
C 0.758 0.200 -1.283 -1.3636
S 1.735 -0.344 0.098 1.2012
O 2.219 0.774 0.826 -0.6399
O 2.716 -1.248 -0.378 -0.5997
O 0.710 -1.123 1.029 -0.4310
C -0.681 -0.982 0.653 -0.9223
C -1.046 0.492 0.485 0.6640
C -2.574 0.650 0.560 -1.5636
C -3.416 -0.362 -0.217 -0.4470
C -4.616 0.319 -0.854 -1.5113
I -4.205 -1.935 1.041 0.0998
H -2.064 4.234 0.038 0.3045
H -1.085 4.759 1.381 0.4101
H -1.852 3.184 1.447 0.2213
H 0.499 2.784 0.828 0.2933
H 0.458 4.161 -0.231 0.4383
H 0.374 2.601 -1.811 0.4413
H -1.322 2.848 -1.610 0.5364
H -1.298 0.551 -1.587 0.0510
H 0.506 -0.702 -1.827 0.4573
H 1.389 0.792 -1.928 0.4552
H -0.866 -1.559 -0.244 0.3653
H -1.235 -1.396 1.480 0.3058
H -0.537 0.990 1.300 0.6906
H -2.922 0.680 1.586 0.6495
H -2.815 1.621 0.140 0.3308
H -2.871 -0.868 -1.000 0.4264
H -5.213 -0.410 -1.388 0.4825
H -4.295 1.078 -1.560 0.3657
H -5.243 0.731 -0.072 0.4179
Br 5.484 -6.350 0.681 -0.1554
C 5.060 -4.517 1.185 -0.5571
C 5.011 -3.601 -0.006 -0.3553
Br 6.796 -3.167 -0.654 -0.1383
H 5.805 -4.214 1.913 0.3947
H 4.084 -4.567 1.662 0.3381
H 4.560 -2.650 0.262 0.1101
H 4.471 -4.030 -0.842 0.3890
```

Properties
E_HOMO (eV): -9.73
Spin multiplicity: 1
Gap between HOMO and LUMO (eV): 9.9
Lowest unoccupied orbital energy (eV): 0.2

(2)
Here is a molecular structure, C12H23CeN2O2P2Se at a distorted geometry from the Open Molecules 2025 dataset. Energies are from the ωB97M-V functional and the def2-TZVPD basis.

Geometry as XYZ:
```
43
Properties=species:S:1:pos:R:3:mulliken_charge:R:1
Ce 0.206 -0.800 0.090 0.6006
P -2.708 0.184 -0.449 0.8502
C -2.262 1.066 -2.032 -1.0919
C -0.852 1.225 -2.553 0.5041
N 0.232 0.848 -1.828 -0.0446
C 1.463 1.288 -2.204 0.8132
C 1.619 2.086 -3.333 -0.7616
C 0.535 2.332 -4.158 -0.5464
C -0.716 1.862 -3.781 -0.7559
C 2.698 1.047 -1.354 -1.2198
P 2.939 -0.574 -0.462 0.8191
H -1.609 2.085 -4.371 0.4774
H 2.622 2.439 -3.582 0.4449
H 0.661 2.907 -5.081 0.4796
H 3.587 1.145 -2.001 0.4932
H 2.754 1.823 -0.571 0.4201
H -2.920 0.656 -2.802 0.6042
H -2.629 2.094 -1.833 0.5986
H -1.597 -4.419 -4.508 0.3252
O -2.454 -3.966 -4.652 -0.6159
H -2.206 -3.063 -4.926 0.2971
H -2.000 -1.147 0.013 0.3260
O 0.148 -2.843 -0.039 -0.4593
H 0.588 -3.682 0.220 0.3412
C 3.566 -1.687 -1.756 -1.2182
H 4.565 -1.388 -2.094 0.4407
H 3.612 -2.709 -1.355 0.4031
H 2.891 -1.686 -2.622 0.3608
C 4.349 -0.267 0.629 -1.1370
H 4.359 -1.046 1.403 0.3971
H 5.308 -0.292 0.100 0.4069
H 4.247 0.703 1.130 0.4104
C -3.342 1.655 0.439 -1.2972
H -4.363 1.876 0.089 0.4445
H -3.371 1.500 1.530 0.4169
H -2.715 2.529 0.209 0.4889
C -4.239 -0.747 -0.790 -1.3271
H -4.532 -1.295 0.122 0.4570
H -5.055 -0.062 -1.070 0.4474
H -4.044 -1.464 -1.603 0.4782
Se 0.266 0.180 5.178 0.1978
C 0.222 -0.113 3.473 0.4270
N 0.178 -0.281 2.283 -0.6965
```

Properties
E_HOMO (spin up / spin down) (eV): -17.43 / -17.15
Spin multiplicity: 1
Gap between HOMO and LUMO (spin up / spin down) (eV): 5.2 / 4.7
Total charge: +3
Lowest unoccupied orbital energy (spin up / spin down) (eV): -12.3 / -12.4

(3)
Here is a molecular structure, C12H23CrN3O5 from the Open Molecules 2025 dataset. Energies are from the ωB97M-V functional and the def2-TZVPD basis.

Geometry as XYZ:
```
44
Properties=species:S:1:pos:R:3:mulliken_spin:R:1
Cr 0.186 0.380 -0.548 0.9956
C -1.166 2.749 -1.696 0.0008
C -2.168 1.654 -1.374 0.0020
O -1.417 0.427 -1.666 -0.0078
C -2.117 -0.852 -1.563 -0.0012
C -1.069 -1.826 -2.056 0.0032
O 0.177 -1.419 -1.398 -0.0229
C 1.416 -1.857 -2.042 0.0009
C 2.447 -0.773 -1.764 0.0033
O 1.670 0.461 -1.795 -0.0021
C 2.402 1.729 -1.634 -0.0050
C 1.329 2.793 -1.821 0.0058
O 0.114 2.217 -1.259 -0.0104
H -1.380 3.672 -1.159 0.0007
H -1.110 2.943 -2.767 0.0004
H -3.041 1.699 -2.024 0.0010
H -2.490 1.639 -0.330 -0.0013
H -2.998 -0.843 -2.203 0.0011
H -2.421 -1.011 -0.527 -0.0008
H -0.924 -1.732 -3.131 0.0008
H -1.297 -2.860 -1.801 0.0000
H 1.224 -1.973 -3.107 0.0005
H 1.717 -2.811 -1.615 -0.0003
H 3.200 -0.733 -2.550 0.0001
H 2.941 -0.863 -0.795 -0.0003
H 3.168 1.784 -2.405 0.0006
H 2.863 1.745 -0.647 -0.0018
H 1.145 3.012 -2.872 0.0005
H 1.570 3.709 -1.284 0.0009
C -0.432 -1.371 5.008 0.0001
N -0.230 -0.796 3.667 0.0007
C 0.381 0.504 3.406 -0.0028
C 0.313 0.501 1.919 -0.0086
O 0.694 1.372 1.063 0.0090
N -0.238 -0.597 1.426 0.0409
C -0.551 -1.386 2.530 -0.0038
N -1.096 -2.578 2.423 0.0005
H -0.150 -0.625 5.745 0.0001
H 0.199 -2.250 5.138 0.0000
H -1.484 -1.614 5.151 0.0000
H 1.412 0.562 3.765 -0.0002
H -0.190 1.332 3.835 -0.0002
H -1.293 -2.973 1.520 0.0004
H -1.305 -3.141 3.235 -0.0001
```

Properties
E_HOMO (spin up / spin down) (eV): -19.77 / -19.76
Spin multiplicity: 2
Gap between HOMO and LUMO (spin up / spin down) (eV): 8.5 / 8.9
Total charge: +3
Lowest unoccupied orbital energy (spin up / spin down) (eV): -11.3 / -10.8
⟨S²⟩: 0.754

(4)
Here is a molecular structure, C12H23F3NO2P2Re at a distorted geometry from the Open Molecules 2025 dataset. Energies are from the ωB97M-V functional and the def2-TZVPD basis.

Geometry as XYZ:
```
44
Properties=species:S:1:pos:R:3:mulliken_spin:R:1
Re 0.006 -0.177 0.884 2.7525
P -2.242 0.136 0.754 -0.0719
C -2.263 0.909 -0.910 0.0592
C -0.904 1.227 -1.470 0.0104
N 0.213 0.878 -0.799 0.0679
C 1.464 1.234 -1.163 0.0003
C 1.607 2.019 -2.297 -0.0041
C 0.502 2.361 -3.074 0.0285
C -0.755 1.961 -2.643 0.0032
C 2.627 0.860 -0.298 0.0910
P 2.212 -0.586 0.789 -0.0764
H -1.666 2.225 -3.169 -0.0002
H 2.623 2.341 -2.555 0.0000
H 0.620 2.936 -3.993 -0.0019
H 3.487 0.591 -0.933 0.0065
H 2.940 1.718 0.330 0.0060
H -2.777 0.251 -1.551 0.0003
H -2.848 1.840 -0.845 0.0020
H -0.563 -3.637 -3.829 0.0000
O -1.475 -3.861 -4.081 0.0000
H -1.996 -3.588 -3.322 0.0000
H -0.177 -2.161 2.798 0.0054
O -0.524 -2.163 1.917 0.0094
H 0.096 -2.843 1.576 -0.0017
C 2.747 -1.992 -0.255 0.0255
H 3.730 -1.782 -0.700 0.0009
H 2.805 -2.882 0.386 0.0003
H 2.006 -2.155 -1.049 -0.0011
C 3.473 -0.611 2.102 0.0222
H 3.284 -1.503 2.718 0.0011
H 4.492 -0.663 1.687 0.0003
H 3.379 0.280 2.733 -0.0010
C -3.154 1.324 1.763 0.0337
H -4.145 1.488 1.322 0.0032
H -3.265 0.900 2.767 0.0015
H -2.621 2.278 1.829 0.0005
C -3.369 -1.258 0.657 0.0172
H -3.707 -1.478 1.672 -0.0004
H -4.224 -0.994 0.028 -0.0013
H -2.869 -2.139 0.248 -0.0030
F 0.081 2.563 1.550 0.0212
C 0.274 1.338 2.269 -0.0385
F 1.521 1.467 2.858 0.0181
F -0.648 1.348 3.302 0.0132
```

Properties
E_HOMO (spin up / spin down) (eV): -18.21 / -18.21
Spin multiplicity: 4
Gap between HOMO and LUMO (spin up / spin down) (eV): 5.5 / 4.1
Total charge: +3
Lowest unoccupied orbital energy (spin up / spin down) (eV): -12.7 / -14.2
⟨S²⟩: 3.773

(5)
Here is a molecular structure, C12H23MgNO9 at a distorted geometry from the Open Molecules 2025 dataset. Energies are from the ωB97M-V functional and the def2-TZVPD basis.

Geometry as XYZ:
```
46
Properties=species:S:1:pos:R:3:mulliken_spin:R:1
Mg -2.504 -1.997 -1.266 -0.0088
C -1.124 -0.686 2.346 0.0092
C -0.249 0.623 2.175 -0.0006
C 0.930 0.311 1.258 0.0009
N 1.946 1.447 1.002 0.0000
C 2.996 0.779 -0.006 -0.0001
C 2.444 0.424 -1.365 0.0003
C 1.718 1.710 -1.985 -0.0001
C 0.732 2.443 -0.999 0.0000
C 1.328 2.767 0.375 0.0000
C 2.708 1.805 2.328 0.0000
H -1.808 -0.604 3.190 0.0003
H -0.399 -1.410 2.719 0.0001
H -1.492 -1.050 1.387 -0.0113
H 0.191 0.883 3.137 0.0000
H -0.809 1.524 1.922 -0.0001
H 0.588 -0.044 0.286 -0.0020
H 1.575 -0.488 1.626 0.0009
H 3.342 -0.068 0.586 -0.0001
H 3.810 1.504 0.002 0.0000
H 1.868 -0.501 -1.330 0.0000
H 3.199 0.325 -2.145 0.0000
H 0.989 1.437 -2.747 0.0000
H 2.496 2.439 -2.212 0.0000
H -0.098 1.754 -0.843 0.0003
H 0.391 3.384 -1.430 0.0000
H 0.582 3.028 1.126 0.0000
H 2.075 3.558 0.320 0.0000
H 3.437 2.604 2.194 0.0000
H 3.102 0.936 2.855 0.0000
H 1.927 2.166 2.996 0.0000
O -5.677 -3.009 0.504 0.0060
C -4.596 -2.555 -0.099 -0.0568
O -4.492 -2.415 -1.310 0.2789
O -3.538 -2.415 0.531 0.3681
H -6.112 -3.457 -0.224 0.0011
O -1.520 1.177 -2.758 0.0000
C -2.047 0.133 -2.216 0.0047
O -2.376 -0.048 -1.044 0.0000
O -2.090 -0.954 -2.880 0.0021
H -1.659 1.693 -1.960 0.0002
O 0.335 -4.562 -1.450 -0.0008
C -0.691 -3.724 -1.291 -0.0423
O -0.718 -2.724 -0.545 0.1956
O -1.742 -3.889 -1.899 0.2533
H 1.029 -4.253 -0.864 0.0010
```

Properties
E_HOMO (spin up / spin down) (eV): -12.62 / -12.23
Spin multiplicity: 2
Gap between HOMO and LUMO (spin up / spin down) (eV): 10.2 / 4.3
Total charge: +1
Lowest unoccupied orbital energy (spin up / spin down) (eV): -2.4 / -7.9
⟨S²⟩: 0.756

(6)
Here is a single C12H23N3O4 molecule at a distorted geometry from the Open Molecules 2025 dataset. Energies are from the ωB97M-V functional and the def2-TZVPD basis.

Geometry as XYZ:
```
42
Properties=species:S:1:pos:R:3:mulliken_charge:R:1
C -0.368 -4.302 -1.192 -1.3058
C -1.466 -3.215 -0.993 -0.7883
C -1.370 -2.355 0.304 0.3544
C -0.078 -2.438 1.060 -1.5466
C -1.701 -0.797 0.094 -0.8015
N -1.871 -0.202 1.441 -0.2365
C -2.415 0.957 1.560 0.7271
C -2.405 1.461 3.053 -1.1785
O -2.777 1.676 0.608 -0.6605
C -0.654 -0.153 -0.878 -0.0165
O -0.678 -0.433 -2.041 -0.5864
N 0.329 0.647 -0.276 0.0685
C 1.365 1.345 -1.041 0.2770
C 2.568 0.435 -1.409 -0.7177
O 2.208 -0.741 -2.173 -0.5503
C 1.871 2.497 -0.224 0.3793
O 2.163 2.291 1.004 -0.7094
N 1.997 3.715 -0.832 -0.1485
C 2.376 4.982 -0.231 -0.8256
H 0.586 -4.077 -0.823 0.4006
H -0.285 -4.677 -2.277 0.3038
H -0.690 -5.221 -0.660 0.3446
H -2.444 -3.762 -1.018 0.4058
H -1.626 -2.733 -1.965 0.4285
H -2.196 -2.683 0.900 0.4897
H 0.821 -2.174 0.500 0.2589
H 0.241 -3.445 1.430 0.4349
H -0.072 -1.803 1.949 0.3859
H -2.542 -0.719 -0.469 0.8225
H -1.553 -0.770 2.176 0.2669
H -3.430 1.788 3.223 0.3640
H -1.705 2.212 3.226 0.2718
H -2.374 0.685 3.808 0.3603
H 0.333 0.688 0.764 0.3278
H 0.933 1.693 -1.978 0.2086
H 3.201 0.956 -2.131 0.3821
H 3.200 0.241 -0.550 0.2570
H 1.313 -0.905 -1.828 0.4442
H 1.763 3.644 -1.802 0.2098
H 3.447 5.064 -0.492 0.2940
H 2.101 4.842 0.887 0.2789
H 1.884 5.783 -0.703 0.3250
```

Properties
E_HOMO (eV): -9.62
Spin multiplicity: 1
Gap between HOMO and LUMO (eV): 10.2
Lowest unoccupied orbital energy (eV): 0.6

M for the records above, in order: 534.09; 508.35; 341.33; 518.47; 349.62; 273.33 g/mol